Here is C31H28Cl3F9GePPtSi2 as an isolated structure from the OMol25 dataset. Energies are from ωB97M-V/def2-TZVPD.

XYZ file:
```
76
C31H28Cl3F9GePPtSi2, DFT ωB97M-V/def2-TZVPD
Pt -0.8375 -0.5331 -1.3867
C -0.7636 -4.0042 -2.3976
Si -1.1685 -2.2807 -3.0281
C -2.8532 -2.2521 -3.8650
C 0.2009 -1.7704 -4.2307
C 0.2269 -2.4089 -5.4722
C 1.2163 -2.1381 -6.4016
C 2.1939 -1.2010 -6.1077
C 2.1658 -0.5407 -4.8920
C 1.1832 -0.8146 -3.9363
Si 1.2611 0.2014 -2.3355
C 2.7433 -0.3283 -1.2904
C 1.3870 2.0108 -2.8121
H -0.8125 -4.6881 -3.2434
H -1.4609 -4.3619 -1.6457
H 0.2461 -4.0492 -1.9936
H -3.2637 -3.2571 -3.9245
H -2.7597 -1.8462 -4.8700
H -3.5714 -1.6347 -3.3303
H -0.5395 -3.1330 -5.7222
H 1.2213 -2.6484 -7.3536
H 2.9694 -0.9788 -6.8280
H 2.9241 0.2039 -4.6896
H 3.1107 -1.2936 -1.6322
H 2.5056 -0.4139 -0.2334
H 3.5468 0.3984 -1.3880
H 2.4027 2.2168 -3.1514
H 1.1705 2.6754 -1.9817
H 0.6940 2.2384 -3.6192
Cl -2.1323 3.2529 -1.3571
Ge -2.4302 1.2247 -2.1039
Cl -2.0921 1.3963 -4.2556
Cl -4.5964 0.9828 -1.9345
F 0.9715 -0.1313 8.1752
C -0.3008 0.2532 7.9602
F -0.5456 1.2319 8.8410
F -1.0740 -0.7820 8.3104
C -0.5199 0.6999 6.5380
C -1.1347 -0.1347 5.6201
C -1.2797 0.2766 4.3011
C -0.8132 1.5210 3.8905
C -0.2114 2.3567 4.8353
C -0.0576 1.9522 6.1450
P -0.9753 2.2006 2.1872
C 0.7951 2.2029 1.7095
C 1.1988 3.1931 0.8170
C 2.5281 3.3136 0.4541
C 3.4676 2.4405 0.9853
C 3.0835 1.4561 1.8839
C 1.7510 1.3428 2.2438
C 4.9096 2.6006 0.5803
F 5.4411 3.7419 1.0483
F 5.0496 2.6431 -0.7587
F 5.6895 1.6033 1.0169
C -1.6511 0.7355 1.3202
C -0.8559 -0.3677 0.8615
C -1.5068 -1.5817 0.4547
C -2.9334 -1.6513 0.5578
C -3.6661 -0.5676 0.9327
C -3.0170 0.6442 1.2937
C -3.6288 -2.9530 0.2505
F -3.9466 -3.0799 -1.0487
F -2.8607 -4.0123 0.5503
F -4.7665 -3.1015 0.9347
H -1.5004 -1.1035 5.9283
H -1.7653 -0.3860 3.5999
H 0.1446 3.3344 4.5377
H 0.4116 2.6061 6.8664
H 0.4658 3.8761 0.4078
H 2.8341 4.0825 -0.2415
H 3.8192 0.7825 2.2975
H 1.4634 0.5899 2.9664
H 0.1974 -0.3965 1.1294
H -0.9389 -2.5103 0.4342
H -4.7420 -0.6314 0.9848
H -3.6178 1.4852 1.6111
```

Summary:
2S+1: 4
Total charge: 0
E_HOMO (alpha / beta), eV: -6.977 / -9.186
⟨S²⟩: 3.763

---

Here is an isolated molecule of C4H10OSi in a non-equilibrium geometry from the OMol25 dataset. Energies are from ωB97M-V/def2-TZVPD.

XYZ file:
```
16
C4H10OSi, DFT ωB97M-V/def2-TZVPD
C -1.9790 0.6308 -0.4221
C -0.8162 0.0818 -0.7868
C 0.4767 0.5367 -0.2903
C 1.5532 0.6346 -1.3008
O 0.8956 -0.4818 0.8106
Si 0.0859 -1.3721 1.8106
H -2.9217 0.1651 -0.4184
H -1.9046 1.6454 0.0727
H -0.7487 -0.7020 -1.4786
H 0.2806 1.5099 0.1377
H 1.6391 -0.3036 -1.9737
H 1.4015 1.6026 -1.8992
H 2.4584 0.9499 -0.7670
H 0.6642 -1.2319 3.1765
H 0.2520 -2.7775 1.4741
H -1.3368 -0.8879 1.8545
```

Summary:
SMILES: C=C[C@H](C)O[SiH3]
2S+1: 1
Total charge: 0
E_HOMO, eV: -9.921

---

What ΔE to the lowest compared entry with this formula, charge and spin values result from the calculations? In sequence: 146.5; 171.7 kJ/mol.
What energy values result from the calculations? In sequence: -6594.2474; -523.0840 Eh.